C3H5P | wB97M-V/def2-TZVPD

Positions of all 9 atoms, in Å:
C -1.0698 1.1424 -0.1690
H 2.0614 0.0063 0.6837
H -1.1509 2.1569 -0.3894
P -2.3070 -0.0301 0.1326
H 0.8757 0.3145 -0.9350
H -0.4552 -1.5049 0.8097
C -0.0154 0.2726 -0.3838
H -0.5701 -1.6608 -0.9919
C -0.6325 -1.0016 -0.0460

Summary:
Relative energy (zero: lowest compared OMol25 entry of this formula, charge and spin) (eV): 3.609
Multiplicity: 1
HOMO energy (spin up / spin down) (eV): -7.77 / -9.56
Frontier orbital gap (spin up / spin down) (eV): 7.07 / 8.83
Max |F| (eV Å⁻¹): 4.70
Total energy (eV): -12475.0291

***

C3H3Br2NO | wB97M-V/def2-TZVPD

Positions of all 10 atoms, in Å:
O -1.6931 1.5785 1.0955
N -1.2468 -0.7184 0.8180
H 0.3427 0.3709 -2.1596
Br 2.0874 1.9947 -1.0862
H 1.6060 -0.2575 0.6758
C -1.5268 0.4630 1.0205
C 0.9185 -0.3728 -0.2805
H 0.3000 -1.2406 -0.3816
Br -1.7086 -2.2862 1.5299
C 0.9205 0.4684 -1.2320

Summary:
Relative energy (zero: lowest compared OMol25 entry of this formula, charge and spin) (eV): 1.909
Multiplicity: 1
HOMO energy (eV): -9.35
Frontier orbital gap (eV): 8.99
Max |F| (eV Å⁻¹): 4.94
Total energy (eV): -146779.2574

***

CHNO2S | wB97M-V/def2-TZVPD

Positions of all 6 atoms, in Å:
S -0.5673 0.3098 -2.0704
N 0.7807 -0.5772 0.3760
C 0.0847 -0.2728 1.2740
O -0.2757 0.0067 2.3406
H -1.0104 1.1512 -1.0397
O 0.9879 -0.6178 -0.8806

Summary:
Relative energy (zero: lowest compared OMol25 entry of this formula, charge and spin) (eV): 3.654
Multiplicity: 1
HOMO energy (spin up / spin down) (eV): -9.74 / -9.74
Frontier orbital gap (spin up / spin down) (eV): 7.16 / 7.15
Max |F| (eV Å⁻¹): 4.05
Total energy (eV): -17468.5208

***

C2H4NO | wB97M-V/def2-TZVPD

Positions of all 8 atoms, in Å:
C -0.4638 -0.4306 -0.2515
H 1.5656 0.2038 0.4555
H 0.3147 1.5642 0.1031
C 0.4577 0.4770 0.0943
H -1.5427 -0.1665 -0.4404
H -0.0501 -1.4121 -0.3276
O 1.9796 0.1981 -2.0739
N 2.0360 0.8135 -1.1111

Summary:
Relative energy (zero: lowest compared OMol25 entry of this formula, charge and spin) (eV): 3.819
Multiplicity: 1
HOMO energy (spin up / spin down) (eV): -16.38 / -16.38
Frontier orbital gap (spin up / spin down) (eV): 8.17 / 8.16
Max |F| (eV Å⁻¹): 7.28
Net charge: +1
Total energy (eV): -5663.5134

***

C45H79Br23Cl2F7IO5 | wB97M-V/def2-TZVPD

Positions of all 162 atoms, in Å:
H -7.1994 -2.5932 0.2729
C 0.4805 3.3654 -2.3885
H -1.3336 -2.9092 -1.0334
C 0.7640 0.2057 -0.1719
H 1.6617 2.9710 0.0560
C 0.1047 -0.4421 1.0162
Br -8.1810 3.1063 -2.3523
Br -0.6356 2.3257 -9.3117
I -5.1582 -0.3905 -2.9568
H -7.1889 -0.7049 -1.0675
H 9.1790 -0.3484 5.9818
H -0.5313 4.2902 -0.0410
Cl -1.6906 -0.6097 -1.6433
C 1.8764 4.9423 1.7873
H 7.2533 7.7120 1.5558
H -1.9264 3.6720 -5.6879
H 2.2437 4.9792 0.7878
C 0.1684 1.5696 -0.5156
C -6.4887 -0.6475 -0.2459
O -4.0306 -0.5159 -0.0809
H 0.1413 1.2788 -2.6679
Br 4.8758 8.3901 1.4470
Br 8.3915 -5.1019 8.9524
C 8.1609 -1.1760 4.2655
Br 7.9237 -1.4462 8.9214
F -5.2400 1.9893 -0.8444
H -0.7990 -3.0260 1.2049
H 9.9673 -0.0440 4.4194
H 8.3137 -2.8254 -0.4236
F -5.2909 0.6764 2.0806
C -8.0688 -0.9313 -5.9896
H -8.6302 5.9062 -1.5482
H -7.6832 -0.0412 -5.5027
H 2.2236 -0.0083 -10.3568
H 1.6621 1.6720 -1.9387
H 0.3106 3.3462 3.4265
H 1.1699 0.9214 -8.3881
H -6.0772 4.4238 -2.3496
H -13.1737 -1.4401 -1.9973
Br -11.5214 0.4120 -1.9065
H 5.5338 -4.4004 15.0371
Br 6.7908 -6.0251 1.7612
F -3.5683 3.0660 0.1927
Br 0.4397 0.1138 -12.0622
C 6.3609 6.2162 0.3108
H 7.1869 -4.1616 15.6353
C -1.8837 -2.4182 -9.9689
H -0.4472 3.8176 -2.0703
H 9.4670 -3.0005 -1.7652
H 9.4970 -4.8137 0.6982
H -11.4293 -1.2658 0.5084
C -4.3555 1.9275 0.1948
H -1.0869 3.3376 1.2845
C 0.3672 4.7860 1.8453
C 6.3449 7.1171 1.5148
H 6.2680 -3.1731 8.2711
C 7.0016 -5.7738 14.2375
Br -5.4119 -1.0575 -7.0550
Br 10.5691 -2.0971 0.2711
C -0.9088 3.3028 -5.7388
H 1.5172 3.0568 -4.2316
H -1.0998 4.3850 3.3880
O 2.3583 -2.7383 0.3534
H 0.5806 4.5333 -4.1539
C -2.1976 0.9583 -0.9844
H -7.6113 -0.5169 -8.0413
Br 6.6167 -1.6392 5.3514
O -1.2537 1.5886 -0.2612
C -3.4149 0.7068 0.0370
H 5.8193 -2.3876 9.8000
H 6.1699 -4.4031 3.5300
H 0.7372 -0.4555 -1.0291
C -7.3372 -1.2306 -7.2687
H 1.8619 1.6814 -10.7613
C -5.1445 1.9337 1.5664
H -12.8005 -2.3863 0.3804
H -0.5170 -4.4286 -1.2188
Br 8.1978 1.6302 4.8487
C 0.0181 -3.3824 0.5968
O 0.9693 -1.4207 1.6208
H -0.2766 4.1142 -6.0826
C -0.0264 4.3639 3.2578
C 9.2946 -3.1913 -0.7122
Br -7.9014 -2.3865 -4.7159
H -7.0165 6.6278 -1.3877
H -1.5856 -2.5098 -8.9300
Br 5.7351 -6.4625 12.9325
C 1.4312 0.7210 -10.5035
C 1.2124 -2.5047 0.8234
F -4.4668 2.7076 2.4843
C -7.6098 5.8838 -1.9127
C -0.3897 -3.4115 -0.8791
H -6.7746 4.3172 -0.7221
F -6.4108 2.4581 1.3541
F -4.9056 -2.2820 -0.8897
H 4.6295 -4.1833 0.8855
O -0.5119 2.8245 -4.4800
H 8.5562 -5.1933 -0.7526
H -13.5283 -0.3232 -0.6639
C 9.0134 -0.1335 4.9322
Br 6.8683 -3.0210 13.4652
Br -7.6682 6.4692 -3.7661
H 0.3535 -2.9503 -1.5131
H 7.0319 -6.5078 15.0382
H 0.2828 -4.3741 0.9318
H 0.9894 2.1109 1.3960
H 2.2348 5.7887 2.3539
H 1.3063 3.9474 -1.9943
C 0.5753 3.4808 -3.8830
H -0.8284 -0.9171 0.7388
C 0.5599 0.7979 -9.2799
H 4.2040 -3.2508 2.3268
Br -3.0254 -0.8508 -10.0876
H -3.0867 -3.4861 -11.4073
Br 6.3224 -2.4365 1.3492
H 8.7237 -2.0975 4.1406
H -0.0887 0.2765 1.7960
Br 4.9437 4.8881 0.4012
H 7.9646 -5.7349 13.7418
C 6.6279 -2.8557 9.2443
C 6.5841 -4.4307 14.7721
C -12.7503 -0.8974 -1.1603
Cl -2.7210 1.9773 -2.3580
H 0.4537 4.9770 4.0089
H 2.3255 4.0574 2.2261
H -0.8763 2.5261 -6.4888
H -0.0935 5.7483 1.6604
C -6.0321 -1.9714 1.9547
H -4.9927 -1.8627 1.6890
C -12.0676 -1.8102 -0.1786
Br -8.6566 -1.0048 1.4310
Br 10.9757 -5.4757 -1.1873
Br -3.8930 -4.3235 -9.2135
H -0.0702 -0.0783 -9.1706
H 7.2939 5.6605 0.2637
H -1.0143 -2.1936 -10.5848
H -6.5700 0.3613 0.1271
F -2.8252 0.6367 1.2843
H -1.8486 -4.4647 -10.5957
H 7.7981 -3.6489 10.8764
C 5.5887 -4.8353 2.7229
H 6.2157 6.7639 -0.6130
C -0.1957 3.7555 0.8392
C -5.1236 -0.9258 -0.8617
H 6.4291 -4.6558 10.3885
C 0.7311 2.6211 0.4762
C -6.9858 4.5232 -1.7665
H -6.1888 -2.9823 2.3020
C -2.5683 -3.6598 -10.4717
H -6.2342 -1.3093 2.7812
H 1.8048 0.3765 0.0671
C 5.0032 -3.7849 1.8207
C 7.2132 -3.9916 10.0344
C -6.9381 -1.6774 0.7751
H -9.1347 -0.8147 -6.1661
H 6.2303 6.5625 2.4370
C 9.4140 -4.6491 -0.3687
C 0.6066 1.9179 -1.9284
H -7.5235 -2.2386 -7.6210
H 4.8041 -5.4645 3.1344
Br -10.9333 -3.1106 -1.0644
H 7.7774 -0.8536 3.3062

Summary:
Relative energy (zero: lowest compared OMol25 entry of this formula, charge and spin) (eV): 0.000
Multiplicity: 1
HOMO energy (eV): -9.20
Frontier orbital gap (eV): 9.45
Max |F| (eV Å⁻¹): 4.32
Total energy (eV): -1721329.2892

***

C4H7N3O | wB97M-V/def2-TZVPD

Positions of all 15 atoms, in Å:
H -0.4725 -2.7732 -0.6052
H 2.4657 1.0634 0.4480
H -1.2333 1.4834 1.3399
C -0.2562 -0.8080 -0.1620
N -1.6937 1.0279 0.5526
H 0.8775 1.0569 -1.6163
N -0.9685 -1.9335 -0.3490
C 0.5422 1.0539 -0.5910
C 1.1795 -0.7283 0.0201
C 1.4264 0.7753 0.5500
H -2.2330 1.7265 0.0494
O 2.0481 -1.5235 -0.2979
N -0.7563 0.4606 -0.3433
H -1.9540 -1.8639 -0.5372
H 1.0281 0.9825 1.5421

Summary:
Relative energy (zero: lowest compared OMol25 entry of this formula, charge and spin) (eV): 4.070
Multiplicity: 1
HOMO energy (eV): -7.40
Frontier orbital gap (eV): 7.98
Max |F| (eV Å⁻¹): 1.19
Total energy (eV): -10775.6774

***

C7H8 | wB97M-V/def2-TZVPD

Positions of all 15 atoms, in Å:
C -2.6860 0.0213 -0.5284
H 0.7721 -1.4529 1.5876
C -1.4898 -0.0928 -0.5715
H -0.0641 2.0054 0.1154
H -0.6476 -2.1718 0.7909
H -3.6689 0.1839 -0.1746
C 0.5332 1.0974 0.2837
H 1.0795 1.2280 1.2256
C -0.4332 -0.0694 0.4671
H 0.7779 -1.7421 -0.1817
H 2.9500 0.6040 -2.5130
C 1.4691 0.9076 -0.8205
H -1.0075 0.1804 1.3677
C 2.2478 0.7480 -1.7237
C 0.1676 -1.4472 0.6756

Summary:
Relative energy (zero: lowest compared OMol25 entry of this formula, charge and spin) (eV): 4.750
Multiplicity: 1
HOMO energy (eV): -9.84
Frontier orbital gap (eV): 10.55
Max |F| (eV Å⁻¹): 1.30
Total energy (eV): -7383.9976